Computed, not measured: a molecular structure, C24H9Cl6MnN4O2SSe in a non-equilibrium geometry, with ωB97M-V with the def2-TZVPD basis set.

Positions of all 48 atoms, in Å:
Mn (-0.129645, -0.465290, 0.382769)
Cl (0.161600, -0.592322, 2.905179)
C (1.845666, -0.512669, 3.337927)
C (2.146411, -0.501710, 4.687558)
C (3.464998, -0.451929, 5.100285)
C (4.472142, -0.412053, 4.148114)
C (4.155430, -0.416710, 2.802661)
Cl (5.457585, -0.358301, 1.667538)
C (2.823112, -0.465803, 2.326827)
S (2.478808, -0.459530, 0.629687)
H (1.337896, -0.536513, 5.406604)
H (3.705181, -0.448070, 6.154952)
H (5.512490, -0.378853, 4.442684)
Se (-0.147778, 4.903974, -5.002929)
N (-0.133302, 3.123192, -5.087941)
C (-0.109106, 2.684845, -3.854300)
C (-0.082004, 1.281715, -3.507761)
C (-0.093780, 0.255769, -4.447712)
C (-0.077723, -1.053499, -4.019129)
C (-0.036844, -1.307890, -2.650461)
N (-0.016443, -0.349216, -1.746453)
C (-0.053047, 0.940379, -2.142355)
C (-0.067600, 1.937762, -1.110407)
N (-0.052559, 1.496679, 0.173607)
C (-0.049341, 2.403111, 1.141833)
C (-0.082649, 3.773162, 0.914947)
C (-0.113388, 4.233874, -0.382663)
C (-0.096422, 3.310616, -1.421103)
C (-0.107237, 3.690621, -2.817581)
N (-0.123319, 4.936724, -3.219935)
H (-0.118202, 0.504688, -5.500632)
H (-0.098300, -1.880435, -4.713760)
H (-0.015458, -2.322743, -2.269021)
H (-0.011602, 2.023864, 2.154241)
H (-0.083093, 4.448881, 1.757865)
H (-0.146528, 5.290459, -0.612693)
Cl (-3.628584, -6.208231, 0.235566)
C (-3.246626, -4.522830, 0.307084)
C (-4.258637, -3.574921, 0.356067)
Cl (-5.912219, -4.083547, 0.324558)
C (-3.944471, -2.211391, 0.425419)
Cl (-5.197831, -1.017146, 0.467371)
C (-2.619999, -1.768948, 0.450366)
O (-2.245916, -0.526979, 0.525874)
C (-1.580427, -2.759554, 0.372647)
O (-0.360418, -2.287694, 0.356435)
C (-1.907376, -4.109240, 0.314675)
Cl (-0.613438, -5.256281, 0.235497)

Atoms 1-3, force components in eV/Å:
0.41 0.43 -0.28
-0.41 0.01 0.13
0.46 0.02 -0.09

⟨S²⟩: 1.017
Net charge: -1
Multiplicity: 2
LUMO (alpha / beta), eV: 0.79 / 0.79
Highest occupied orbital energy (alpha / beta), Eh: -0.1410 / -0.1411


Computed, not measured: a molecular structure, C25H10F15GeMgOS6 in a non-equilibrium geometry, with ωB97M-V with the def2-TZVPD basis set.

Positions of all 59 atoms, in Å:
Mg (-0.889768, 1.323761, 0.264110)
S (-6.950861, 0.232733, 3.581979)
C (-5.593465, 0.058135, 2.612473)
S (-5.403600, 0.552813, 0.990293)
C (-3.668098, 0.337157, 0.808178)
C (-3.053713, -0.180039, 1.869809)
S (-1.333051, -0.405214, 2.004687)
S (-4.108018, -0.556369, 3.264756)
S (-2.966207, 0.751416, -0.755322)
C (-1.223765, 4.812727, -0.317471)
C (-0.599525, 4.303387, 1.046111)
O (-1.148412, 3.070631, 1.388395)
C (-2.380182, 3.130067, 2.143943)
C (-2.125948, 3.021225, 3.573743)
H (-0.518952, 5.529439, -0.795335)
H (-2.100105, 5.387380, -0.087652)
H (-1.413945, 4.015556, -1.019107)
H (-0.671832, 5.076335, 1.818185)
H (0.467051, 4.003666, 0.956654)
H (-2.960878, 2.257925, 1.868446)
H (-2.887963, 4.097806, 1.945617)
H (-1.197992, 2.547487, 3.923582)
H (-2.962838, 2.627064, 4.132445)
H (-1.958012, 3.979277, 4.067410)
F (1.744463, -2.141858, -3.608818)
C (2.866175, -1.475758, -3.225022)
C (3.061832, -0.869537, -1.979658)
C (4.287762, -0.283479, -1.717224)
F (4.534558, 0.257680, -0.477089)
C (5.318177, -0.220196, -2.670420)
F (6.522581, 0.285374, -2.460482)
C (5.070974, -0.767851, -3.904437)
F (6.039506, -0.753061, -4.823374)
C (3.885541, -1.402232, -4.191785)
F (3.623833, -1.900846, -5.422363)
Ge (1.519892, -0.696040, -0.688144)
S (1.403071, 1.485329, -0.353060)
C (-0.072801, -1.367739, -1.605848)
C (-0.964564, -2.368043, -1.215180)
F (-0.808407, -3.068736, -0.063841)
C (-2.095036, -2.757588, -1.923553)
F (-2.759168, -3.861731, -1.559638)
C (-2.380051, -2.044727, -3.095859)
F (-3.473063, -2.273829, -3.826366)
C (-1.561177, -1.002140, -3.470601)
F (-1.873237, -0.352685, -4.590311)
C (-0.454653, -0.652587, -2.746716)
F (0.376718, 0.329384, -3.226717)
C (1.896010, -1.871342, 0.856906)
C (1.940830, -3.267513, 0.715167)
F (1.792507, -3.794488, -0.514813)
C (2.300503, -4.120349, 1.708326)
F (2.217029, -5.414253, 1.489887)
C (2.377637, -3.602796, 2.997079)
F (2.527561, -4.456750, 3.986675)
C (2.333649, -2.229167, 3.222835)
F (2.500978, -1.787896, 4.458300)
C (2.053130, -1.380610, 2.173490)
F (1.897320, -0.146304, 2.466725)

Atoms 1-3, force components in eV/Å:
-0.02 -0.23 0.70
0.40 -0.21 -0.69
0.13 0.05 0.92

ΔE to the lowest compared entry with this formula, charge and spin, kJ/mol: 0.00
Net charge: -1
LUMO, eV: 2.10
Highest occupied orbital energy, Eh: -0.1686


Computed, not measured: 14 unconnected molecules or ions with the total composition C25H11BCl52O6S in a non-equilibrium geometry, with ωB97M-V with the def2-TZVPD basis set.

Positions of all 96 atoms, in Å:
O (-4.994501, 3.355324, 1.104149)
C (-4.648292, 3.051632, -0.004207)
C (-5.548037, 3.166320, -1.182906)
C (-5.029748, 3.459004, -2.371859)
C (-5.776142, 3.579108, -3.666646)
S (-5.263622, 2.232577, -4.722454)
O (-5.377594, 2.577892, -6.106868)
O (-5.958495, 1.055529, -4.284400)
C (-3.547558, 3.670529, -2.463042)
O (-3.066417, 4.450913, -3.242982)
C (-2.747402, 2.822754, -1.550226)
C (-1.508545, 2.333805, -1.925938)
C (-0.825655, 1.510372, -1.031674)
C (-1.362058, 1.204453, 0.212660)
C (-0.642764, 0.291583, 1.194278)
B (0.938357, 0.492052, 1.225988)
O (1.544030, 0.990784, 2.352807)
O (1.749751, 0.191777, 0.158868)
C (-2.610687, 1.712549, 0.583527)
C (-3.296579, 2.510649, -0.315195)
H (-6.599489, 2.977371, -1.044028)
H (-6.862272, 3.517028, -3.542454)
H (-5.536847, 4.524960, -4.145363)
H (-3.947359, 2.021534, -4.450673)
H (-1.093284, 2.559531, -2.894813)
H (0.124760, 1.118619, -1.352662)
H (-0.866863, -0.729839, 0.871586)
H (-1.066571, 0.428992, 2.186013)
H (1.038313, 0.684621, 3.112024)
H (1.519664, -0.682711, -0.175982)
H (-3.024571, 1.480352, 1.551619)
C (-10.291052, 3.569804, -3.489653)
Cl (-8.819319, 3.412194, -2.506924)
Cl (-11.185829, 4.997648, -2.970330)
Cl (-9.827768, 3.736131, -5.183116)
Cl (-11.286078, 2.131387, -3.279952)
C (4.513847, -4.042437, -0.447029)
Cl (2.825629, -3.922472, -0.990084)
Cl (4.687316, -5.453834, 0.592308)
Cl (5.564028, -4.199974, -1.851811)
Cl (4.945159, -2.586585, 0.455276)
C (5.543295, -5.639287, -5.604414)
Cl (4.389447, -6.061624, -4.337626)
Cl (6.299807, -7.108298, -6.225092)
Cl (4.701904, -4.808859, -6.914983)
Cl (6.793844, -4.571955, -4.943307)
C (2.778759, -4.828326, 4.650681)
Cl (1.702256, -6.132879, 4.134589)
Cl (1.836139, -3.577571, 5.469240)
Cl (3.980129, -5.467741, 5.771857)
Cl (3.594824, -4.151211, 3.235361)
C (-0.659620, -2.254407, 8.224882)
Cl (-1.738448, -1.566209, 9.441053)
Cl (0.890214, -2.650388, 8.969396)
Cl (-1.384922, -3.712643, 7.550793)
Cl (-0.401059, -1.073105, 6.932417)
C (-2.672615, 4.027648, -8.715650)
Cl (-2.555856, 4.926029, -7.205703)
Cl (-1.515212, 4.672209, -9.894736)
Cl (-2.309457, 2.323942, -8.419519)
Cl (-4.308899, 4.184940, -9.353054)
C (5.510269, -7.082724, 9.454027)
Cl (4.945841, -8.747068, 9.611098)
Cl (6.727169, -6.749978, 10.687565)
Cl (6.223555, -6.854439, 7.849418)
Cl (4.149204, -5.975116, 9.648028)
C (-4.606058, -6.387587, 8.680763)
Cl (-6.296527, -6.283303, 8.182613)
Cl (-4.370267, -7.829606, 9.671441)
Cl (-3.577385, -6.489044, 7.244416)
Cl (-4.177600, -4.953042, 9.616096)
C (-2.748218, 9.212606, -8.313819)
Cl (-3.836608, 8.621928, -7.053429)
Cl (-2.051372, 7.840118, -9.176336)
Cl (-3.649380, 10.229782, -9.440449)
Cl (-1.453119, 10.163702, -7.573715)
C (8.006542, -5.363365, 3.715725)
Cl (9.701250, -4.891150, 3.840534)
Cl (7.443229, -5.948630, 5.286295)
Cl (7.032510, -3.974555, 3.230178)
Cl (7.835511, -6.648014, 2.514209)
C (3.871140, 0.734168, 5.434585)
Cl (3.523759, 2.367676, 4.866665)
Cl (5.259941, 0.768156, 6.526406)
Cl (2.456490, 0.103554, 6.290056)
Cl (4.220580, -0.302972, 4.050830)
C (11.503359, -8.879821, 3.484236)
Cl (10.422542, -8.154205, 4.674817)
Cl (13.042941, -9.282322, 4.250358)
Cl (10.765091, -10.348145, 2.836066)
Cl (11.780891, -7.732309, 2.169344)
C (-3.890008, 14.420283, -9.885297)
Cl (-5.032159, 13.224725, -10.515469)
Cl (-4.751910, 15.560949, -8.848647)
Cl (-2.633666, 13.607128, -8.949647)
Cl (-3.151527, 15.290428, -11.232982)

Atoms 1-3, force components in eV/Å:
-0.31 -0.02 0.64
0.11 -0.22 -0.33
0.04 -0.08 -0.33

LUMO, eV: -1.23
Highest occupied orbital energy, Eh: -0.3614


Computed, not measured: a molecular structure, C25H11Cl9N4O3ReSSbSe4 in a non-equilibrium geometry, with ωB97M-V with the def2-TZVPD basis set.

Positions of all 59 atoms, in Å:
Re (-1.170024, -0.390418, -0.161791)
Cl (0.697498, 6.894637, -1.447010)
C (0.228630, 5.293291, -1.062998)
C (0.656810, 4.235066, -1.860780)
Cl (1.669757, 4.531741, -3.211830)
C (0.281295, 2.940701, -1.537541)
Cl (0.805454, 1.609112, -2.495270)
C (-0.513756, 2.671640, -0.405213)
O (-0.787127, 1.452578, -0.051930)
C (-0.957162, 3.756721, 0.375507)
Cl (-1.981189, 3.447446, 1.727258)
C (-0.581420, 5.050490, 0.045262)
Cl (-1.108038, 6.361075, 1.012575)
S (-0.160434, -0.471123, 1.802120)
C (1.261997, -0.705619, 0.841099)
N (2.456326, -0.421382, 1.319588)
N (2.592208, 0.092892, 2.520033)
C (3.793946, 0.626674, 2.920849)
C (4.855052, 0.674870, 2.012503)
C (6.053921, 1.236487, 2.391219)
C (6.217008, 1.744829, 3.671244)
C (5.166905, 1.689075, 4.574350)
C (3.955385, 1.134154, 4.211255)
N (1.317692, -1.177019, -0.406661)
N (0.267154, -1.125373, -1.156368)
C (0.346217, -1.742511, -2.428870)
C (1.056817, -2.924639, -2.607271)
C (0.972389, -3.587878, -3.818977)
C (0.159474, -3.108177, -4.835412)
C (-0.524805, -1.912780, -4.678400)
C (-0.388251, -1.214513, -3.495139)
H (1.781705, 0.189873, 3.151412)
H (4.704369, 0.277062, 1.021448)
H (6.865540, 1.281045, 1.681204)
H (7.159986, 2.181035, 3.963372)
H (5.294144, 2.084522, 5.571265)
H (3.141485, 1.095216, 4.923337)
H (1.644682, -3.317616, -1.788673)
H (1.527413, -4.506325, -3.948944)
H (0.063773, -3.649585, -5.762997)
H (-1.170740, -1.521455, -5.459406)
H (-0.810737, -0.210969, -3.400373)
Cl (-6.065493, -2.755363, 4.160445)
C (-4.853487, -2.580428, 2.961116)
C (-4.243031, -3.726536, 2.436779)
Cl (-4.763559, -5.279116, 2.951265)
C (-3.233993, -3.619181, 1.495968)
Cl (-2.456835, -5.011811, 0.847786)
C (-2.818069, -2.354172, 1.090139)
O (-1.853841, -2.158565, 0.226869)
C (-3.468064, -1.166271, 1.583562)
O (-3.078931, -0.045495, 1.122296)
C (-4.495506, -1.318419, 2.530097)
Cl (-5.249533, 0.092585, 3.157766)
Se (-3.161683, 0.661080, -5.649739)
Sb (-3.958718, -0.156413, -3.498418)
Se (-4.773880, -2.253262, -4.367787)
Se (-5.798350, 1.343621, -3.133491)
Se (-2.568378, -0.237096, -1.629702)

Atoms 1-3, force components in eV/Å:
-0.95 -0.67 5.17
0.08 0.27 -0.06
-0.03 -0.11 -0.01

ΔE to the lowest compared entry with this formula, charge and spin, kJ/mol: 480.41
⟨S²⟩: 3.985
Net charge: -1
Multiplicity: 4
LUMO (alpha / beta), eV: -0.34 / -0.26
Highest occupied orbital energy (alpha / beta), Eh: -0.1852 / -0.1813